Entry 1:
C2HF3O in the gas phase in a non-equilibrium geometry, computed with wB97M-V/def2-TZVPD.

Structure (XYZ):
```
7
Properties=species:S:1:pos:R:3:lowdin_charge:R:1
O 0.493 -0.909 -1.545 0.1150
C 0.621 -0.019 -0.712 -0.0707
C -0.372 0.041 0.453 -0.5930
F -1.253 -0.907 0.285 0.1799
F 0.119 -0.093 1.687 0.1524
F -1.034 1.253 0.530 0.1038
H 1.426 0.633 -0.698 0.1126
```

- Energy above the lowest of the compared OMol25 structures with the same formula, charge and spin: 0.2399 eV
- Structure (SMILES): O=CC(F)(F)F
- Energy: -12289.4646 eV
- E_HOMO: -11.509 eV
- E_LUMO: -0.4 eV
- HOMO-LUMO gap: 11.097 eV
- Largest force on an atom: 0.0760 Eh/bohr

Entry 2:
A gas-phase ion, C5H13NO (charge +1) in a non-equilibrium geometry, computed with wB97M-V/def2-TZVPD.

Structure (XYZ):
```
20
Properties=species:S:1:pos:R:3:lowdin_charge:R:1
C -1.036 1.003 1.887 -0.1994
C 0.361 0.879 2.512 -0.0914
C -1.092 0.041 0.648 -0.1489
N -0.259 0.322 -0.511 0.1766
C -0.130 -0.840 -1.436 -0.1096
C 1.192 -0.645 -2.155 -0.2361
O 1.785 -1.810 -2.763 -0.0288
H -1.837 0.683 2.562 0.1210
H -1.345 2.000 1.577 0.1125
H 0.704 -0.152 2.463 0.0796
H 0.244 1.131 3.577 0.0860
H 1.061 1.653 2.223 0.0775
H -2.125 0.135 0.288 0.1613
H -0.930 -0.967 1.019 0.1368
H 0.094 1.099 -1.073 0.1834
H -1.025 -0.753 -2.061 0.1591
H -0.097 -1.724 -0.794 0.1421
H 1.951 -0.436 -1.389 0.1379
H 1.083 0.142 -2.921 0.1390
H 1.401 -1.763 -3.653 0.1012
```

- Energy above the lowest of the compared OMol25 structures with the same formula, charge and spin: 1.9423 eV
- Energy: -8923.8086 eV
- E_HOMO (spin up / spin down): -14.890 / -14.872 eV
- E_LUMO (spin up / spin down): -3.0 / -7.6 eV
- HOMO-LUMO gap (spin up / spin down): 11.849 / 7.302 eV
- Total charge: +1
- 2S+1: 2
- Largest force on an atom: 0.0561 Eh/bohr

Entry 3:
A molecular structure, C4H6N2O in a non-equilibrium geometry, computed with wB97M-V/def2-TZVPD.

Structure (XYZ):
```
13
Properties=species:S:1:pos:R:3:lowdin_charge:R:1
C 0.022 0.056 -0.210 -0.5250
C 1.147 0.309 0.796 0.0180
C -0.713 -1.274 -0.144 -0.0208
C -0.929 1.242 -0.221 -0.2102
N 1.005 0.014 -1.341 -0.0157
N 2.049 -0.123 -0.769 0.1184
O -1.881 1.319 0.509 0.0754
H 1.605 1.286 0.874 0.0792
H 1.016 -0.128 1.781 0.0837
H -0.636 2.062 -0.903 0.1320
H -0.008 -2.088 0.014 0.0867
H -1.261 -1.444 -1.071 0.0912
H -1.417 -1.231 0.686 0.0871
```

- Energy above the lowest of the compared OMol25 structures with the same formula, charge and spin: 4.3546 eV
- Energy: -9269.1472 eV
- E_HOMO: -8.894 eV
- E_LUMO: 0.5 eV
- HOMO-LUMO gap: 9.397 eV
- Largest force on an atom: 0.0648 Eh/bohr

Entry 4:
C6H10ClOPS in the gas phase in a non-equilibrium geometry, computed with wB97M-V/def2-TZVPD.

Structure (XYZ):
```
20
Properties=species:S:1:pos:R:3:lowdin_charge:R:1
C -0.519 -0.208 -0.872 -0.0640
C -1.002 -1.128 -0.058 -0.3661
C 0.319 0.934 -0.381 -0.3447
C -1.815 -2.393 -0.385 0.0104
C -0.138 2.204 0.052 -0.1098
C 1.783 1.001 -0.930 -0.0444
O -0.679 -1.079 1.294 -0.3734
P 0.669 -0.264 1.812 0.0573
S 0.080 0.491 3.547 0.1293
Cl 2.075 -1.740 2.026 0.2267
H -0.606 -0.465 -1.998 0.1621
H -2.213 -2.823 0.529 0.0915
H -1.116 -3.090 -0.867 0.0930
H -2.403 -2.062 -1.178 0.0545
H 0.629 2.668 0.677 0.0969
H -1.071 2.126 0.601 0.0933
H -0.248 2.887 -0.822 0.1201
H 2.469 1.157 -0.150 0.0652
H 1.900 1.737 -1.629 0.0563
H 1.888 0.047 -1.270 0.0459
```

- Energy above the lowest of the compared OMol25 structures with the same formula, charge and spin: 2.0171 eV
- Energy: -41077.1387 eV
- E_HOMO (spin up / spin down): -8.207 / -8.206 eV
- E_LUMO (spin up / spin down): -1.0 / -1.0 eV
- HOMO-LUMO gap (spin up / spin down): 7.194 / 7.191 eV
- Largest force on an atom: 0.0858 Eh/bohr